40
Properties=species:S:1:pos:R:3:nbo_charge:R:1 method="wB97M-V/def2-TZVPD" e_homo_ev=-9.09 smiles="CC(C)(C)c1nnc2sc(SCC(=O)c3ccc(Cl)cc3)nn2c1=O" total_energy_ev=-61082.5922 gap_ha=0.3130
C -0.3057 -3.0425 3.5560 0.55
N -0.4902 0.2979 -2.3490 -0.19
Cl 2.7196 -0.5239 -0.9414 0.03
H -2.1210 -4.1396 3.9707 0.26
H 1.3260 1.5620 -3.7201 0.22
N -1.0115 -0.8555 -1.9407 -0.32
S -2.1139 -2.3449 0.0257 0.38
S -2.7521 -2.0517 3.0418 0.34
C -0.3488 1.3201 -1.5722 0.13
C 1.3963 -2.5614 0.2101 -0.25
C -0.8314 3.6901 -2.0560 -0.60
C -1.4062 -0.9411 -0.7196 0.23
C 1.4831 2.9947 -1.3820 -0.61
C 0.5896 2.3552 -3.6308 -0.59
H 1.2452 3.1839 -0.3394 0.23
O -0.6184 2.1944 0.6668 -0.55
C 0.2286 2.5846 -2.1634 -0.09
N -1.7232 -0.2120 1.4397 -0.22
H 0.9994 3.2682 -4.0549 0.21
C 1.0411 -1.1975 2.6023 -0.16
H 2.2377 2.2140 -1.4379 0.21
O 0.0575 -3.0281 4.7030 -0.50
H 1.5489 -3.0862 -0.7196 0.24
H -1.7368 3.4024 -2.5866 0.21
C 1.7224 -0.5896 1.5656 -0.25
H -0.2887 2.0632 -4.1985 0.22
H -1.7235 -4.0800 2.2195 0.23
H 1.8954 3.9032 -1.8137 0.21
H -1.0781 3.8877 -1.0165 0.23
C -2.1495 -1.4056 1.5488 -0.11
C 0.4914 -2.4687 2.4399 -0.12
C 0.6878 -3.1500 1.2407 -0.20
H 2.1156 0.4079 1.6795 0.24
H -0.4469 4.6046 -2.5002 0.21
C 1.8911 -1.2743 0.3693 -0.02
H 0.3085 -4.1531 1.1136 0.22
H 0.8980 -0.6783 3.5371 0.24
N -1.3123 0.0755 0.1994 -0.27
C -0.7362 1.3205 -0.1531 0.61
C -1.6887 -3.5466 3.1663 -0.61

34
Properties=species:S:1:pos:R:3:nbo_charge:R:1 method="wB97M-V/def2-TZVPD" e_homo_ev=-3.70 total_energy_ev=-115408.6466 charge=-1 gap_ha=0.2370
H 2.8135 0.8755 -2.8473 0.20
H -2.8824 0.1914 -1.2912 0.22
H -1.2229 2.1539 -1.7970 0.21
H 4.0689 0.4058 -0.4969 0.24
H 2.8449 -1.9183 -1.0886 0.24
C -2.1113 -2.2098 1.0271 -0.25
C 0.7822 2.8764 -1.0754 -0.32
H 0.2084 0.4732 -3.3557 0.22
C 2.6875 -1.3168 -0.1874 -0.33
C 1.8465 -1.6837 0.9392 -0.40
H -1.3391 -2.9540 1.2077 0.21
C -0.1386 2.0992 -1.8459 -0.38
Se -0.5666 -1.6519 -1.3036 -0.27
C -4.0376 -0.2395 0.4897 -0.20
C -2.0160 -1.3993 -0.1208 -0.17
C 0.6155 1.1989 -2.6632 -0.31
H 1.4296 -0.5995 2.8858 0.26
H -4.9867 -0.9070 2.3273 0.20
H 0.5245 3.6342 -0.3500 0.21
C -4.1433 -1.0439 1.6361 -0.24
C 2.0961 2.4548 -1.4094 -0.35
C 1.9791 -0.6477 1.9328 -0.38
H 3.0133 2.8466 -0.9879 0.20
H 3.1700 1.2815 1.8989 0.24
C 1.9925 1.4138 -2.3934 -0.36
H -3.2449 -2.6443 2.7920 0.20
H 1.2183 -2.5812 1.0183 0.26
Sc 0.7623 0.1157 0.1809 1.23
C -2.9893 -0.4197 -0.3984 -0.23
C -3.1723 -2.0235 1.8997 -0.21
Cl -0.5723 1.3798 1.5903 -0.50
H -4.7795 0.5347 0.2926 0.20
C 3.2970 -0.0666 0.1078 -0.26
C 2.8527 0.3713 1.3858 -0.34

LUMO level for every record listed, in sequence, given in eV: -0.57, 2.75.